No. 1
{"formula": "C42H36Cl2N8O2S3Sc", "method": "wB97M-V/def2-TZVPD", "species": ["C", "C", "C", "C", "C", "C", "H", "C", "Sc", "C", "H", "N", "S", "C", "N", "C", "H", "H", "H", "N", "H", "H", "C", "C", "H", "C", "N", "H", "H", "C", "O", "H", "C", "H", "S", "C", "C", "C", "N", "H", "C", "C", "C", "C", "C", "C", "H", "N", "H", "H", "H", "C", "C", "Cl", "H", "H", "C", "C", "C", "C", "H", "C", "H", "C", "C", "Cl", "H", "C", "O", "C", "C", "H", "C", "H", "H", "N", "C", "H", "H", "N", "C", "C", "C", "H", "S", "H", "H", "H", "H", "H", "H", "H", "C", "H"], "positions_angstrom": [[-1.4251, 2.5199, -1.1191], [-1.0514, -5.3812, -2.6060], [0.2134, -3.3847, -2.2332], [5.0763, 0.0569, -0.2423], [-1.9601, -4.6723, -3.3796], [0.1983, -4.3232, 2.3661], [-3.6067, 5.1400, 4.5466], [-0.4255, -1.4950, 4.4158], [0.6438, -0.5490, -1.4081], [-0.9268, -3.4995, 2.9570], [0.6423, -7.1846, 0.6158], [-2.4898, 3.3900, -1.1501], [0.8793, 0.9235, 1.0075], [-0.2046, 2.1134, 3.5534], [-0.2836, 0.6643, 3.3502], [-1.5309, 2.7879, 3.2626], [3.0112, -6.5166, 0.8778], [1.7829, 4.9800, -1.7743], [-4.1471, 5.3924, -2.0069], [-0.5916, -2.0793, 3.0907], [1.9815, 4.1148, -0.2447], [6.5824, -1.4561, 0.0157], [-2.2608, 2.4571, 2.1205], [-1.1135, 5.2387, -0.8907], [2.4091, 3.7727, -4.2404], [-2.3711, 4.7306, -1.0305], [-0.4050, -1.2918, -3.0982], [0.7547, -5.3049, -1.4503], [-4.9072, 4.5349, 2.5338], [-0.0311, 4.3374, -0.8885], [-1.5131, -0.7291, -5.0602], [-1.1852, -3.8633, 3.9517], [-3.6262, 5.5354, -1.0587], [2.4369, 2.1608, -2.3687], [-0.7459, -1.9286, 0.4895], [-1.7941, -3.3073, -3.5890], [-3.9566, 4.0560, 2.7302], [-2.0254, 3.7536, 4.1292], [-0.1860, 3.0297, -1.0021], [1.4118, 5.8044, -0.2603], [0.0662, 0.0883, 2.1994], [2.5391, -4.7431, 1.9867], [0.8077, 2.7431, -5.2593], [4.6919, -2.2729, -0.5887], [0.8983, -6.2864, 1.1629], [1.5290, -3.9523, 2.5158], [-1.4674, 4.0118, 5.0220], [0.9555, 0.9562, -3.1451], [0.0978, 2.2920, 4.5849], [-0.9594, 6.3019, -0.7854], [-1.1484, -5.7742, 1.5354], [-0.9869, -0.0955, 4.3822], [1.7505, 2.0284, -3.1950], [-3.3244, -5.4580, -4.0942], [-2.0611, -0.1136, 4.1745], [-0.9708, -2.1053, 5.1314], [3.3857, -1.9671, -0.9317], [0.0896, 0.7567, -4.1535], [-0.1122, -5.4915, 1.6834], [0.0457, -4.7447, -2.0378], [0.7552, 3.4367, -6.0882], [-0.0225, 1.6367, -5.2153], [1.7898, -3.0349, 3.0334], [3.7579, 0.2747, -0.5853], [-3.4701, 3.0843, 1.8636], [-1.2576, -7.0752, -2.3101], [3.3464, 1.2773, -0.5670], [-0.7171, -2.6612, -3.0080], [2.8464, -4.2227, -1.3737], [1.3694, 4.8448, -0.7713], [-0.4034, -1.3324, 2.0010], [-3.4090, 6.5927, -0.9378], [1.7227, 2.9373, -4.2336], [4.9904, -3.3113, -0.6188], [-1.8965, 1.7000, 1.4345], [1.2346, -2.5813, -1.6915], [5.5534, -1.2475, -0.2457], [5.7104, 0.8906, 0.0236], [-0.8311, 0.4073, 5.3348], [2.9228, -0.7091, -0.9361], [-0.7300, -0.5224, -4.1470], [-3.2299, 4.3922, 3.8615], [2.2258, -5.9120, 1.3098], [0.5773, 2.4977, 2.9040], [-1.7582, 0.8816, -1.2044], [-0.7433, 1.4076, -5.9873], [-1.8172, -3.5831, 2.3317], [-2.4965, -2.7629, -4.2006], [0.6299, -1.4873, 4.7069], [-3.4049, 2.9736, -1.2641], [-4.2928, 5.2213, -0.2533], [-4.0491, 2.7961, 0.9934], [2.4384, -3.0719, -1.3541], [3.5724, -4.4391, 2.0942]], "atomic_forces_ev_per_a": [[0.0, 0.1, 0.0], [0.0, 0.0, 0.0], [0.0, 0.0, 0.0], [0.0, 0.0, 0.0], [0.0, 0.0, 0.0], [0.0, 0.0, 0.0], [0.0, 0.0, 0.0], [0.0, 0.0, 0.0], [0.1, -0.3, -0.3], [0.0, 0.0, 0.0], [0.0, 0.0, 0.0], [0.1, 0.0, -0.1], [0.0, -0.3, 0.0], [0.0, 0.0, 0.0], [0.0, 0.0, 0.0], [0.0, 0.0, -0.1], [0.0, 0.0, 0.0], [0.0, 0.0, 0.0], [0.0, 0.0, 0.0], [0.1, 0.1, -0.1], [0.0, 0.0, 0.0], [0.0, 0.0, 0.0], [0.0, 0.0, 0.1], [0.0, 0.0, 0.0], [0.0, 0.0, 0.0], [0.0, 0.0, 0.0], [0.0, 0.0, 0.2], [0.0, 0.0, 0.0], [0.0, 0.0, 0.0], [-0.1, 0.0, 0.0], [0.1, -0.1, 0.0], [0.0, 0.0, 0.0], [0.0, 0.0, 0.0], [0.0, 0.0, 0.0], [0.1, 0.1, 0.1], [0.0, 0.0, 0.0], [0.0, 0.0, 0.0], [0.0, 0.0, 0.0], [0.0, 0.1, 0.0], [0.0, 0.0, 0.0], [-0.1, 0.2, 0.0], [0.0, 0.0, 0.0], [0.0, 0.0, 0.0], [0.0, 0.0, 0.0], [0.0, 0.0, 0.0], [0.0, 0.0, 0.0], [0.0, 0.0, 0.0], [0.0, 0.0, 0.0], [0.0, 0.0, 0.0], [0.0, 0.0, 0.0], [0.0, 0.0, 0.0], [0.0, -0.1, 0.0], [0.0, 0.0, 0.1], [0.0, 0.0, 0.0], [0.0, 0.0, 0.0], [0.0, 0.0, 0.0], [0.0, 0.0, -0.1], [0.0, 0.0, 0.0], [0.0, 0.0, 0.0], [-0.1, 0.0, 0.0], [0.0, 0.0, 0.0], [0.0, 0.0, 0.0], [0.0, 0.0, 0.0], [0.0, 0.0, 0.0], [0.0, 0.0, 0.1], [0.0, 0.0, 0.0], [0.0, 0.0, 0.0], [0.1, 0.1, 0.0], [0.0, 0.0, 0.0], [0.0, 0.0, 0.0], [-0.1, -0.2, -0.1], [0.0, 0.0, 0.0], [0.0, 0.0, 0.0], [0.0, 0.0, 0.0], [0.0, 0.0, 0.0], [0.1, 0.1, 0.2], [0.0, 0.0, 0.0], [0.0, 0.0, 0.0], [0.0, 0.0, 0.0], [0.0, 0.1, 0.0], [-0.1, 0.0, 0.0], [0.0, 0.0, 0.0], [0.0, 0.0, 0.0], [0.0, 0.0, 0.0], [-0.1, -0.1, -0.1], [0.0, 0.0, 0.0], [0.0, 0.0, 0.0], [0.0, 0.0, 0.0], [0.0, 0.0, 0.0], [0.0, 0.0, 0.0], [0.0, 0.0, 0.0], [0.0, 0.0, 0.1], [-0.1, 0.0, 0.0], [0.0, 0.0, 0.0]], "charge": 1, "orbital_gap_ha": 0.208, "de_lowest_kj_mol": 60.4, "largest_force_ev_per_a": 0.43, "e_homo_ev": -9.22}

=====

No. 2
{"formula": "C42H36F9N2P2Pt", "method": "wB97M-V/def2-TZVPD", "species": ["C", "C", "H", "H", "C", "H", "C", "H", "H", "H", "C", "C", "C", "C", "H", "C", "H", "H", "P", "C", "Pt", "H", "H", "H", "C", "F", "C", "C", "H", "H", "H", "C", "F", "H", "P", "H", "C", "H", "H", "C", "C", "C", "H", "F", "C", "H", "C", "H", "C", "C", "F", "C", "C", "H", "F", "C", "F", "C", "H", "H", "C", "H", "N", "C", "H", "C", "H", "H", "H", "C", "H", "C", "C", "F", "C", "C", "F", "H", "C", "H", "F", "C", "H", "C", "C", "H", "H", "C", "N", "C", "C", "C"], "positions_angstrom": [[2.2461, 1.1148, 2.5643], [-2.9308, 0.7127, 6.1145], [-0.0836, -0.3010, 4.5928], [-2.5634, 1.1465, -4.8331], [-0.7835, -1.7923, 1.5389], [2.2691, -3.9109, -4.6727], [-2.5395, 2.0397, 4.1508], [2.4634, -5.3088, -0.6316], [-1.4807, -0.8086, 6.5618], [-4.2072, 2.3102, 5.4664], [-2.5298, 3.9874, 0.0725], [-0.8955, 3.0206, 1.5546], [-0.5639, 5.2418, 0.6946], [-1.2755, 0.3442, -3.3223], [-2.6059, -3.6584, 2.0251], [1.5066, 0.5498, -1.6800], [-3.1027, -1.3259, 3.0719], [-0.2676, -2.5857, 1.0102], [-0.3452, 1.6352, 2.5173], [-4.4885, -0.7265, -5.0097], [0.0896, 0.0063, 0.8767], [-4.1894, -1.0482, 1.7127], [2.5463, -1.3998, 0.4456], [3.8204, 2.0613, 3.6631], [1.5880, -3.3664, -0.9086], [4.2502, -5.6848, -3.8127], [-3.0246, -1.8366, -3.2856], [1.8995, 2.9130, -1.3595], [-3.7254, -3.2150, 0.7321], [-2.3187, -1.3082, 0.0951], [1.4002, -3.2477, 0.1535], [-2.6814, -3.1887, 1.0442], [3.5681, 5.0537, -1.6397], [-3.6953, -2.6845, -3.2976], [0.4023, -0.8478, -1.3972], [0.0195, 6.1523, 0.6461], [3.2342, 2.7203, -1.6730], [4.7529, 1.3284, -2.2737], [-0.0199, 1.9957, -1.1397], [3.1037, -5.9904, -3.1958], [3.7120, 1.4576, -2.0066], [-3.3133, 1.7378, 5.2604], [0.8233, 4.2598, 1.9912], [-5.4321, 0.0388, -4.4400], [1.4689, -2.5880, -3.1925], [-0.5939, 1.1813, -3.3739], [4.1803, -0.5499, 1.5322], [1.5346, 3.9056, -1.1367], [-1.3799, 1.2959, 3.9060], [-1.7622, 5.1450, -0.0022], [3.3719, -6.8322, -2.1963], [-0.9956, 0.2588, 4.7708], [-3.1620, -0.9346, 2.0550], [-3.4691, 3.9226, -0.4596], [-4.2007, -0.2094, -6.2052], [-2.2339, -1.6992, 1.1228], [5.0985, 3.8364, -2.5753], [-1.7719, -0.0242, 5.8770], [-2.0903, -3.7658, 0.3330], [-2.1061, 5.9800, -0.5982], [2.8528, 0.3711, -2.0034], [-3.5353, 0.4900, 6.9840], [1.9067, 0.1576, 1.6684], [-3.2567, -0.7546, -4.1244], [-0.5901, -1.8129, 2.6097], [-1.0415, -0.7344, -2.4666], [4.9097, -1.2288, 1.1154], [-1.7087, -2.6936, -1.8325], [5.5699, 0.5634, 2.7540], [4.2052, 3.8806, -1.5933], [-2.9512, 0.1338, 2.0994], [3.5737, 1.2783, 2.9591], [-2.1043, 2.9252, 0.8510], [4.8676, 3.8208, -0.4208], [-1.9159, -1.8266, -2.4579], [1.2278, -2.3857, -1.8267], [-4.9913, -1.9491, -5.1817], [1.4194, 2.4325, 3.8887], [1.0334, 1.8285, -1.3531], [1.1743, -1.8433, -3.9230], [2.3094, -6.6089, -4.0729], [4.5388, 0.4454, 2.4482], [-2.8265, 2.8501, 3.4944], [-0.1156, 4.1778, 1.4597], [2.0784, -3.7511, -3.6193], [-2.7318, 2.0445, 0.9295], [3.2321, -0.6114, -2.2560], [2.4375, -4.7238, -2.6903], [1.2304, 1.8805, 3.0603], [2.1906, -4.5396, -1.3404], [2.8756, -0.6563, 1.1574], [-2.3848, 0.3260, -4.1508]], "atomic_forces_ev_per_a": [[0.0, -0.1, -0.1], [0.0, 0.0, 0.0], [0.0, 0.0, 0.0], [0.0, 0.0, 0.0], [0.1, 0.1, 0.1], [0.0, 0.0, 0.0], [0.0, 0.0, 0.0], [0.0, 0.0, 0.0], [0.0, 0.0, 0.0], [0.0, 0.0, 0.0], [0.0, 0.0, 0.0], [0.1, 0.1, 0.0], [0.1, 0.0, 0.0], [0.0, -0.1, 0.1], [0.0, 0.0, 0.0], [0.1, 0.0, 0.0], [0.0, 0.0, 0.0], [0.1, 0.0, 0.1], [0.0, -0.2, 0.1], [0.0, 0.0, 0.0], [-0.3, 0.1, -0.3], [0.0, 0.0, 0.0], [0.0, 0.0, 0.0], [0.0, 0.0, 0.0], [0.0, 0.0, 0.2], [0.0, 0.0, 0.0], [0.0, 0.0, 0.0], [0.0, 0.0, 0.0], [0.0, 0.0, 0.0], [0.0, 0.0, 0.0], [0.0, 0.0, -0.1], [-0.1, 0.1, -0.1], [0.0, -0.1, 0.0], [0.0, 0.0, 0.0], [0.1, 0.0, 0.0], [0.0, 0.0, 0.0], [0.0, 0.0, 0.0], [0.0, 0.0, 0.0], [0.0, 0.0, 0.0], [0.0, 0.0, 0.0], [0.0, 0.0, 0.0], [0.0, 0.1, -0.1], [0.0, 0.0, 0.0], [0.0, 0.0, 0.0], [0.0, 0.0, 0.0], [0.0, 0.0, 0.0], [0.0, 0.0, 0.0], [0.0, 0.0, 0.0], [0.1, 0.0, 0.0], [0.0, 0.0, 0.0], [0.0, 0.0, 0.0], [0.0, 0.0, 0.0], [0.0, 0.1, 0.0], [0.0, 0.0, 0.0], [0.0, 0.0, 0.0], [0.0, -0.2, 0.0], [0.0, 0.0, 0.0], [0.0, 0.0, 0.0], [0.0, 0.0, 0.0], [0.0, 0.0, 0.0], [0.0, 0.0, 0.0], [0.0, 0.0, 0.0], [0.4, -0.2, 0.0], [0.0, 0.0, 0.0], [-0.1, 0.0, 0.0], [-0.1, 0.0, 0.0], [0.0, 0.0, 0.0], [0.0, 0.1, -0.1], [0.0, 0.0, 0.0], [0.0, 0.1, 0.0], [0.0, 0.0, 0.0], [0.0, 0.0, 0.0], [-0.1, 0.0, 0.0], [0.0, 0.0, 0.0], [0.1, -0.1, 0.1], [0.0, 0.1, -0.1], [0.0, 0.0, 0.0], [0.0, 0.0, 0.0], [0.0, 0.0, 0.0], [0.0, 0.0, 0.0], [0.0, 0.0, 0.0], [0.0, 0.0, 0.0], [0.0, 0.0, 0.0], [0.0, 0.0, 0.0], [0.0, 0.0, 0.0], [0.0, -0.1, 0.0], [0.0, 0.0, 0.0], [0.0, 0.0, 0.0], [-0.2, 0.1, 0.1], [0.0, 0.0, 0.0], [-0.1, 0.0, 0.0], [-0.1, 0.0, 0.0]], "charge": 3, "orbital_gap_ha": [0.206, 0.206], "largest_force_ev_per_a": 0.49, "e_homo_ev": [-16.96, -16.96]}

=====

No. 3
{"formula": "C42H37AuBIN5O2P", "method": "wB97M-V/def2-TZVPD", "species": ["C", "C", "H", "H", "H", "Au", "H", "H", "N", "C", "H", "C", "C", "H", "H", "H", "H", "C", "C", "H", "N", "C", "H", "C", "H", "C", "H", "C", "C", "C", "C", "C", "B", "H", "H", "H", "C", "H", "C", "H", "C", "C", "C", "O", "C", "H", "C", "C", "C", "O", "H", "C", "C", "N", "H", "H", "H", "H", "H", "C", "H", "H", "N", "C", "H", "H", "C", "C", "C", "P", "H", "C", "C", "C", "H", "N", "I", "C", "H", "H", "C", "C", "C", "H", "C", "C", "H", "C", "C", "H"], "positions_angstrom": [[1.9770, 2.5467, -3.0407], [5.4324, -0.8195, 0.6170], [0.7969, 1.3338, 5.9796], [-1.5053, -0.7363, -4.9538], [-2.9230, -0.5162, -0.7256], [-0.0067, -0.3824, 0.9347], [-1.4283, -0.2110, 5.9638], [-0.8154, 2.1029, 0.4338], [-2.2130, -0.7765, 1.2212], [-0.8198, 3.7522, 1.7796], [4.6647, 0.6063, -0.7494], [3.2316, 3.3827, -4.9070], [1.6653, -0.9111, -3.8070], [-1.5617, -2.5928, 3.8830], [4.2165, 2.5200, 1.0241], [-1.9914, -1.3937, -2.6272], [1.8486, 4.8620, 3.5214], [0.6252, -0.6612, -4.6657], [-0.7727, 0.0257, 5.1524], [0.8229, -0.3200, -5.6699], [2.4240, -2.6765, -0.6975], [1.8782, 3.2447, 2.1425], [1.2913, 2.4752, -5.0602], [5.0947, 4.0970, -1.7897], [-4.1383, -2.9208, 2.6031], [-0.7196, -5.3492, 0.0024], [2.0426, -0.6464, 2.3922], [1.4241, -1.3815, -2.4976], [-0.0791, 4.5457, 2.6394], [3.0117, -0.6385, 1.9224], [-3.9799, -1.9869, 0.5897], [-0.1419, -4.6722, 1.0666], [-2.0241, -1.5104, 3.6480], [2.9245, 3.0595, 2.3262], [-2.9006, -1.3608, 4.4434], [3.3232, 3.5425, -5.9701], [0.7995, 0.7744, 3.8370], [-1.5573, -6.0091, 0.1754], [-3.0274, -1.0371, 0.2033], [-0.6719, -5.7291, -2.0925], [1.1512, -5.0744, -3.7627], [2.0923, 2.7534, -4.3925], [3.0097, 2.8490, -2.1269], [1.4113, -4.1346, -2.7323], [1.3705, -3.5779, -0.4520], [3.2380, -2.7929, -0.1043], [0.9053, -3.7995, 0.8389], [3.2486, 0.1903, 0.8282], [3.0623, 2.4399, -0.7729], [-0.1942, -1.6345, -0.7752], [5.0076, 4.4529, -4.4054], [-3.6623, -2.2698, 1.8983], [1.2628, 4.2692, 2.8369], [-2.5947, -1.5252, 2.2541], [6.0044, -2.2084, 2.1480], [3.4909, -1.4508, -1.9297], [2.6877, -0.8086, -4.1440], [-0.5138, -4.8290, 2.0663], [-1.8686, 3.9536, 1.6276], [-0.9757, -1.2430, -2.9606], [1.3430, -3.2571, 1.6629], [1.6626, 1.2568, 3.4311], [-0.0115, 0.0113, 3.1002], [4.0038, -1.4661, 2.4208], [1.2079, -6.1020, -3.3950], [0.1732, -4.8983, -4.2188], [4.0981, 3.6118, -2.6582], [0.3563, 0.8136, 5.1542], [4.1133, 2.8810, 0.0143], [1.9189, 1.2440, 0.1007], [-4.7747, -2.4019, 0.0055], [-0.2250, -5.1874, -1.2767], [5.2285, -1.5554, 1.7744], [4.4595, 0.0414, 0.1456], [3.8160, -2.0402, 3.3180], [-0.9760, -0.4483, 3.9124], [0.0844, 1.9886, -2.2971], [2.4966, -1.8125, -1.6929], [-0.5496, 5.3634, 3.1626], [6.3644, -0.9051, 0.0845], [1.1523, 2.4726, 1.2383], [-0.6979, -0.8826, -4.2532], [4.1778, 3.8653, -4.0444], [1.9287, -4.9183, -4.5080], [-0.2140, 2.7156, 1.0937], [5.0882, 3.7536, -0.4661], [5.8776, 4.7195, -2.1936], [0.8327, -4.3165, -1.5284], [0.0632, -1.4313, -2.0149], [5.8535, 4.1107, 0.2052]], "atomic_forces_ev_per_a": [[-0.5, -0.2, -0.3], [0.2, -0.2, 0.1], [0.1, 0.1, 0.1], [-0.1, 0.0, -0.1], [0.1, 0.0, -0.3], [-1.7, -0.4, -0.6], [-0.3, -0.2, 0.0], [0.0, 0.1, 0.0], [1.2, 0.4, 0.2], [-0.1, 0.1, 0.1], [0.0, 0.0, -0.1], [0.4, 0.3, 0.1], [0.2, -0.4, 0.5], [0.4, -0.3, -0.2], [0.1, 0.0, 0.0], [-0.1, 0.1, 0.1], [0.0, 0.1, 0.1], [-0.4, 0.0, -0.2], [0.1, 0.1, -0.5], [0.0, 0.0, -0.1], [0.3, 0.6, -0.6], [0.0, 0.1, -0.1], [-0.1, 0.0, 0.0], [0.0, -0.2, 0.2], [-0.1, -0.1, 0.2], [0.1, 0.2, 0.1], [0.1, 0.0, 0.2], [-1.2, 0.3, -0.2], [-0.1, -0.1, 0.0], [0.1, 0.1, 0.0], [0.5, 0.6, -0.6], [0.0, 0.0, 0.1], [-0.1, -1.2, 1.0], [0.0, 0.0, 0.0], [-0.2, 0.3, 0.1], [0.0, 0.0, -0.1], [0.2, 0.3, 0.7], [0.0, -0.1, 0.0], [-0.7, -0.6, -0.4], [0.0, -0.1, -0.1], [-0.1, -0.3, -0.4], [-0.3, -0.2, 0.4], [0.1, 0.1, -0.1], [0.0, 0.1, 0.2], [-0.5, -1.0, -0.1], [0.2, 0.1, -0.1], [0.0, 0.0, -0.2], [-0.1, -0.2, -0.3], [-0.1, -0.1, -0.5], [-0.4, 0.7, 1.7], [0.1, 0.0, -0.1], [0.7, 0.6, 0.4], [0.2, 0.0, 0.0], [-1.1, -0.8, -0.6], [0.0, 0.0, 0.0], [0.1, 0.0, 0.2], [0.1, 0.0, -0.1], [0.0, 0.1, 0.1], [-0.1, 0.0, 0.0], [0.2, -0.2, 0.6], [0.1, 0.1, 0.1], [0.0, 0.0, -0.1], [0.5, 0.1, -1.1], [-0.1, 0.0, 0.1], [0.0, 0.1, 0.0], [0.0, 0.0, 0.1], [-0.2, -0.1, 0.1], [0.3, 0.0, -0.6], [-0.5, -0.3, 0.0], [0.2, 0.5, 1.9], [-0.2, 0.0, -0.1], [0.1, 0.2, -0.3], [0.0, 0.0, -0.1], [-0.1, 0.1, 0.1], [0.0, -0.1, 0.0], [-0.2, 0.7, 0.4], [0.7, 0.1, -0.1], [0.4, -0.7, 0.6], [0.0, 0.1, 0.0], [0.2, 0.0, -0.1], [0.0, -0.2, -0.1], [0.4, -0.1, -0.2], [-0.2, -0.1, -0.2], [-0.1, 0.0, 0.0], [0.1, -0.1, 0.0], [0.1, 0.2, -0.2], [0.1, 0.1, -0.1], [0.2, 0.0, 0.5], [0.6, 0.7, -1.6], [0.1, 0.0, 0.0]], "charge": 2, "orbital_gap_ha": [0.151, 0.150], "largest_force_ev_per_a": 1.97, "e_homo_ev": [-12.96, -12.96]}